Here is one molecule with the formula C20H28N2O3 from OMol25. Energies are from the ωB97M-V functional and the def2-TZVPD basis.

Geometry as XYZ:
```
53
Properties=species:S:1:pos:R:3:forces:R:3
C 3.346 0.630 -2.416 0.0 -0.2 -0.2
C 2.346 0.078 -3.432 -0.2 0.2 0.4
C 1.286 -0.773 -2.707 0.2 -0.4 -0.2
N 0.638 -0.029 -1.648 0.0 0.2 -0.5
C 0.741 -0.360 -0.344 -0.4 0.5 0.1
O 1.358 -1.325 0.054 0.2 -0.3 0.2
C -0.017 0.590 0.577 0.2 -0.2 0.3
C 0.253 0.262 2.045 0.0 0.1 -0.2
C -0.489 1.224 2.945 0.2 -0.2 -0.2
O -0.205 2.407 2.974 0.2 0.2 -0.1
N -1.474 0.732 3.757 -0.3 0.2 0.3
C -1.911 1.551 4.873 0.1 0.1 0.3
C -1.446 0.861 6.152 0.1 0.5 -0.2
O -2.024 -0.423 6.276 -0.1 -0.4 -0.1
C -2.227 -1.112 5.118 0.0 -0.1 -0.2
C -2.754 -2.394 5.237 0.1 0.2 0.0
C -3.029 -3.147 4.114 0.0 0.0 0.1
C -2.808 -2.615 2.854 0.0 0.0 -0.1
C -2.293 -1.340 2.724 -0.1 -0.1 0.2
C -1.960 -0.586 3.845 -0.1 -0.3 0.1
C 0.253 -1.336 -3.689 -0.1 0.1 0.2
C -0.390 -0.231 -4.520 0.2 -0.2 -0.2
C 0.682 0.573 -5.248 -0.2 0.2 0.3
C 1.690 1.186 -4.272 0.2 -0.3 -0.4
C 2.728 1.995 -5.047 -0.2 0.0 0.3
H 3.640 -0.154 -1.721 0.1 -0.1 0.1
H 4.240 1.000 -2.909 0.1 0.1 0.0
H 2.905 1.442 -1.841 0.0 0.1 0.1
H 2.878 -0.593 -4.115 0.0 0.0 -0.1
H 1.788 -1.604 -2.199 -0.1 0.2 -0.1
H 0.124 0.796 -1.910 0.0 0.0 0.2
H 0.287 1.619 0.376 -0.1 0.0 0.0
H -1.085 0.508 0.353 0.0 0.1 -0.1
H 1.319 0.416 2.232 -0.1 0.0 0.1
H 0.023 -0.780 2.255 0.1 0.1 0.0
H -1.461 2.539 4.772 -0.1 -0.1 0.1
H -3.003 1.634 4.864 0.1 0.0 0.0
H -1.749 1.415 7.043 0.1 0.0 -0.1
H -0.351 0.773 6.139 -0.1 0.0 0.0
H -2.939 -2.774 6.229 0.0 0.0 0.1
H -3.431 -4.143 4.221 0.0 -0.1 0.0
H -3.046 -3.187 1.971 0.0 -0.1 -0.1
H -2.164 -0.914 1.742 0.0 0.1 -0.1
H -0.508 -1.885 -3.132 0.0 -0.1 0.0
H 0.757 -2.040 -4.354 0.0 -0.1 0.0
H -0.974 0.432 -3.876 -0.1 0.1 0.0
H -1.078 -0.671 -5.244 -0.1 0.1 0.1
H 0.213 1.367 -5.833 0.1 0.0 -0.1
H 1.213 -0.082 -5.942 0.1 0.0 -0.1
H 1.158 1.872 -3.603 0.0 0.0 0.1
H 3.374 2.553 -4.376 0.1 0.1 0.0
H 2.233 2.705 -5.706 0.0 0.1 -0.1
H 3.345 1.338 -5.657 0.1 -0.1 -0.1
```
Positions in Å, forces in eV/Å.

E_HOMO in Ha: -0.309
Kohn-Sham gap in hartree: 0.3341
SMILES: C[C@H]1[C@@H](NC(=O)CCC(=O)N2CCOc3ccccc32)CCC[C@@H]1C

Here is one molecule with the formula C20H28N2O3S2 from OMol25. Energies are from the ωB97M-V functional and the def2-TZVPD basis.

Geometry as XYZ:
```
55
Properties=species:S:1:pos:R:3:forces:R:3
C -5.102 -2.541 2.565 0.0 0.2 0.1
C -4.281 -1.263 2.674 0.0 -0.2 -0.1
C -3.517 -0.964 1.393 -0.3 0.2 -0.1
S -4.609 -0.617 -0.023 -0.1 0.1 0.1
C -5.232 1.051 0.417 -0.1 -0.5 0.0
C -5.353 1.945 -0.813 0.3 0.0 0.1
C -4.029 2.628 -1.174 -0.3 0.1 0.1
N -2.971 1.695 -1.469 0.0 0.1 -0.3
C -2.001 1.400 -0.572 -0.1 0.0 -0.3
O -1.899 1.972 0.499 0.1 0.1 0.3
C -1.050 0.335 -1.007 0.2 -0.4 0.0
C -1.468 -0.794 -1.700 0.0 0.2 0.0
C -0.545 -1.769 -2.032 0.1 0.1 0.0
C 0.796 -1.646 -1.703 0.0 0.0 0.0
C 1.771 -2.720 -2.091 -0.1 0.1 0.0
C 1.213 -0.505 -0.998 -0.5 0.1 -0.1
N 2.560 -0.405 -0.650 0.1 -0.5 -0.1
C 3.244 0.678 -0.179 0.3 0.2 0.0
O 2.754 1.782 -0.039 -0.3 0.1 0.0
C 4.660 0.393 0.154 0.8 -0.5 0.2
C 5.493 1.359 0.599 -0.3 0.3 0.0
C 5.113 2.801 0.717 0.1 0.0 0.0
O 6.785 1.199 0.986 -0.4 0.2 -0.1
C 7.322 -0.097 1.114 0.3 -0.6 0.1
C 6.999 -0.966 -0.089 -0.5 0.2 0.0
S 5.218 -1.293 -0.073 0.2 0.0 0.1
C 0.284 0.467 -0.646 -0.1 0.2 0.1
H -5.798 -2.470 1.732 -0.1 0.0 0.0
H -4.453 -3.397 2.396 0.0 -0.1 0.0
H -5.669 -2.710 3.478 -0.1 -0.1 0.1
H -4.938 -0.422 2.911 0.1 0.0 0.1
H -3.556 -1.356 3.486 0.0 0.1 0.1
H -2.925 -1.825 1.082 0.1 0.0 0.0
H -2.857 -0.104 1.511 0.1 -0.1 0.0
H -4.531 1.475 1.134 0.0 0.1 0.1
H -6.206 0.917 0.889 0.1 0.1 0.1
H -6.090 2.725 -0.615 0.0 0.0 -0.1
H -5.709 1.350 -1.657 -0.1 0.1 -0.1
H -3.682 3.228 -0.328 -0.1 0.0 -0.2
H -4.180 3.283 -2.038 0.1 0.0 0.1
H -3.061 1.129 -2.297 0.1 0.0 0.1
H -2.510 -0.944 -1.943 -0.1 0.0 0.0
H -0.876 -2.652 -2.561 0.0 -0.1 0.0
H 2.214 -3.186 -1.210 0.1 -0.1 0.0
H 2.575 -2.316 -2.707 0.1 0.0 0.0
H 1.265 -3.495 -2.662 0.0 -0.1 0.0
H 3.095 -1.248 -0.803 0.0 0.2 -0.1
H 5.996 3.363 1.007 0.0 0.0 0.0
H 4.331 2.925 1.463 0.0 0.1 0.0
H 4.715 3.176 -0.223 0.0 0.0 0.0
H 8.401 0.049 1.214 -0.1 0.0 0.0
H 6.940 -0.574 2.026 0.1 0.1 -0.1
H 7.501 -1.929 -0.034 0.0 0.0 0.0
H 7.257 -0.457 -1.018 0.1 0.0 0.0
H 0.596 1.339 -0.094 0.0 0.0 0.0
```
Positions in Å, forces in eV/Å.

E_HOMO in Ha: -0.296
Kohn-Sham gap in hartree: 0.3138
SMILES: CCCSCCCNC(=O)c1ccc(C)c(NC(=O)C2=C(C)OCCS2)c1

Here is one molecule with the formula C20H28N2O5 from OMol25. Energies are from the ωB97M-V functional and the def2-TZVPD basis.

Geometry as XYZ:
```
55
Properties=species:S:1:pos:R:3:forces:R:3
C -3.874 6.846 0.641 -0.2 -0.2 -0.1
C -4.260 5.545 -0.051 0.3 0.0 0.0
C -3.053 4.880 -0.707 -0.2 -0.3 -0.1
C -3.442 3.580 -1.415 -0.2 0.4 0.3
O -2.345 2.964 -2.060 0.3 -0.2 -0.1
C -1.438 2.262 -1.337 0.2 -0.1 0.0
C -1.509 2.003 0.029 -0.3 0.2 -0.1
C -0.533 1.240 0.644 0.3 -0.1 -0.2
C 0.535 0.728 -0.083 -0.1 0.3 0.0
C 1.635 -0.035 0.562 0.0 0.1 0.1
O 2.805 0.282 0.424 0.1 0.1 -0.1
N 1.296 -1.094 1.351 0.1 0.0 0.2
C 2.394 -1.747 2.044 0.4 0.1 0.1
C 1.904 -2.702 3.140 0.1 -0.2 -0.3
N 0.577 -2.362 3.595 0.2 0.0 0.6
C -0.431 -2.015 2.773 0.1 0.2 -0.3
O -1.573 -1.871 3.149 -0.4 0.0 0.0
C 0.017 -1.760 1.333 -0.5 -0.2 -0.1
C 0.043 -3.070 0.511 0.0 0.2 -0.1
C 0.497 -2.720 -0.895 -0.5 -0.2 0.3
O -0.232 -2.337 -1.770 -0.1 0.0 -0.1
O 1.815 -2.847 -0.998 0.5 -0.1 0.1
C 2.440 -2.461 -2.239 0.3 0.2 -0.6
C 3.815 -1.906 -1.899 -0.4 -0.1 0.1
C 2.508 -3.671 -3.164 -0.2 0.3 0.3
C 0.627 1.024 -1.441 -0.1 0.0 0.2
C -0.350 1.766 -2.062 -0.2 0.1 0.0
H -3.132 6.661 1.415 0.1 0.0 0.1
H -3.453 7.549 -0.074 0.1 0.1 0.0
H -4.744 7.306 1.103 0.0 0.1 0.1
H -4.699 4.861 0.679 -0.1 0.0 0.0
H -5.017 5.748 -0.812 -0.1 0.0 0.0
H -2.292 4.672 0.048 0.1 0.0 0.0
H -2.611 5.555 -1.442 0.1 0.0 0.0
H -4.147 3.797 -2.222 0.0 -0.1 0.1
H -3.925 2.886 -0.717 0.0 0.0 -0.1
H -2.320 2.382 0.631 -0.1 0.1 0.0
H -0.598 1.064 1.708 0.0 -0.1 0.1
H 3.007 -0.948 2.472 0.0 -0.2 -0.1
H 3.019 -2.290 1.326 0.0 0.1 0.1
H 1.917 -3.737 2.771 0.1 0.1 0.1
H 2.584 -2.652 3.992 -0.1 0.0 -0.1
H 0.337 -2.540 4.560 -0.1 0.0 -0.1
H -0.723 -1.105 0.865 0.1 -0.2 0.2
H -0.969 -3.474 0.476 0.0 0.0 0.0
H 0.726 -3.800 0.939 0.0 0.0 0.0
H 1.810 -1.687 -2.697 0.1 -0.1 0.1
H 3.729 -1.085 -1.191 0.0 0.0 0.0
H 4.296 -1.543 -2.803 0.1 0.0 -0.1
H 4.432 -2.685 -1.459 0.1 -0.1 0.0
H 3.081 -4.468 -2.697 0.1 -0.1 0.0
H 2.985 -3.391 -4.099 0.1 0.0 -0.1
H 1.505 -4.034 -3.378 -0.1 -0.1 -0.1
H 1.475 0.662 -2.002 0.1 0.0 -0.1
H -0.299 1.984 -3.117 0.0 0.0 -0.1
```
Positions in Å, forces in eV/Å.

E_HOMO in Ha: -0.312
Kohn-Sham gap in hartree: 0.3354
SMILES: CCCCOc1ccc(C(=O)N2CCNC(=O)[C@@H]2CC(=O)OC(C)C)cc1

Here is C20H28N2O5PdSi as an isolated structure in a non-equilibrium geometry from OMol25. Energies are from the ωB97M-V functional and the def2-TZVPD basis.

Geometry as XYZ:
```
57
Properties=species:S:1:pos:R:3:forces:R:3
Pd 0.702 0.092 0.192 0.7 -0.2 -0.6
C 0.347 1.863 3.391 -0.1 -0.1 -0.3
C 0.660 0.442 3.003 -0.2 0.2 1.1
O -0.184 -0.339 2.614 -0.1 0.0 0.1
N 1.968 0.061 3.248 0.4 -0.1 0.1
C 2.559 -0.907 2.337 -0.3 -0.2 0.0
C 3.155 -0.169 1.153 0.1 0.2 0.2
C 4.234 -0.634 0.422 0.2 0.0 -0.2
C 4.696 0.117 -0.652 -0.2 0.0 0.2
C 4.045 1.303 -0.956 0.3 -0.1 0.0
C 2.997 1.721 -0.151 0.0 0.2 0.0
N 2.571 1.020 0.904 0.6 -0.1 0.1
H -0.656 1.924 3.805 -0.1 -0.1 0.1
H 0.360 2.446 2.457 0.1 0.1 -0.1
H 1.079 2.273 4.084 0.1 0.0 0.1
H 2.576 0.860 3.383 -0.2 -0.1 -0.1
H 1.744 -1.544 1.953 0.3 -0.1 0.2
H 3.297 -1.527 2.863 0.0 0.1 -0.2
H 4.693 -1.581 0.671 0.0 -0.1 0.0
H 5.538 -0.224 -1.242 0.0 0.0 0.0
H 4.351 1.903 -1.803 0.0 0.0 0.0
H 2.479 2.661 -0.311 -0.1 0.0 0.0
C -3.706 -5.229 -0.017 0.0 -0.1 0.2
O -3.403 -4.715 -1.278 0.5 0.5 -0.3
C -2.349 -3.780 -1.331 -0.3 -0.1 -0.4
C -2.275 -3.030 -2.506 -0.4 -0.3 -0.2
C -1.284 -2.068 -2.622 0.1 0.0 0.1
C -0.368 -1.821 -1.615 0.0 -0.4 0.2
C 0.723 -0.825 -1.771 -0.2 0.5 -0.4
C 0.430 0.466 -2.562 0.1 -0.2 0.1
O 1.914 -1.115 -1.559 0.4 -0.2 -0.2
C -0.401 -2.610 -0.401 0.0 -0.3 -0.3
O 0.413 -2.468 0.546 0.2 0.0 0.2
C -1.433 -3.604 -0.329 -0.2 -0.2 0.3
H -4.647 -5.780 -0.119 0.1 0.0 0.0
H -3.836 -4.426 0.719 0.0 -0.1 0.0
H -2.928 -5.914 0.347 -0.1 0.1 0.0
H -2.981 -3.221 -3.304 -0.1 0.0 0.0
H -1.207 -1.523 -3.559 0.0 0.1 0.1
H -0.581 0.494 -2.960 -0.1 0.1 0.0
H 1.158 0.562 -3.372 0.0 0.0 0.0
H 0.567 1.314 -1.872 0.0 0.0 -0.3
H -1.448 -4.206 0.569 0.0 0.0 0.1
C -2.513 3.920 1.096 0.4 -0.1 -0.1
Si -1.161 3.016 0.043 -1.9 0.0 -0.6
C -1.807 1.209 -0.048 0.3 0.5 -0.1
C -1.518 3.776 -1.702 0.2 -0.1 0.4
O 0.278 3.200 0.577 1.1 0.3 0.3
H -3.487 3.927 0.614 -0.3 -0.1 -0.2
H -2.227 4.956 1.268 0.1 0.3 0.0
H -2.631 3.450 2.069 0.0 -0.2 0.3
H -2.118 0.891 -1.043 0.0 0.0 -0.1
H -2.640 1.026 0.631 0.0 0.0 0.2
H -0.979 0.535 0.289 -1.1 0.0 0.1
H -2.526 3.564 -2.050 -0.3 -0.1 0.0
H -0.828 3.408 -2.457 0.2 -0.1 -0.1
H -1.412 4.858 -1.659 0.1 0.3 0.0
```
Positions in Å, forces in eV/Å.

E_HOMO in Ha: -0.020
Net charge: -2
Kohn-Sham gap in hartree: 0.2043

LUMO energy
In order: 0.69 0.50 0.63 5.01
Unit: eV
ΔE to the lowest compared entry with this formula, charge and spin
In order: 32.7 0.0 123.1 235.7
Unit: kJ/mol